(1)
The following is a DFT calculation (ωB97M-V with the def2-TZVPD basis set) of a structure of composition C31H45Cl6IrP.

Element x y z (Å)
Ir 0.202 -1.710 0.818
Cl -0.476 -3.929 0.197
P -0.002 0.380 -0.198
C 1.536 -0.957 1.912
H 1.351 -0.716 2.964
H 2.545 -0.656 1.584
C -0.666 0.101 -1.916
C 1.744 1.069 -0.331
C -1.138 1.254 -2.800
H 0.232 -0.288 -2.428
C -1.380 0.715 -4.221
H -2.065 1.709 -2.419
H -0.378 2.050 -2.850
C -2.371 -0.456 -4.240
H -1.738 1.524 -4.870
H -0.420 0.370 -4.633
C -1.954 -1.579 -3.289
H -3.363 -0.090 -3.943
H -2.462 -0.851 -5.259
C -1.682 -1.047 -1.877
H -2.717 -2.364 -3.237
H -1.040 -2.060 -3.662
H -2.624 -0.702 -1.424
H -1.301 -1.866 -1.237
C -1.054 1.809 0.482
C 2.128 1.865 0.927
H 2.375 0.166 -0.376
C 3.619 2.216 0.915
H 1.535 2.789 0.968
H 1.890 1.309 1.842
C 4.006 3.004 -0.340
H 3.873 2.784 1.821
H 4.203 1.286 0.939
C 3.528 2.307 -1.621
H 3.580 4.015 -0.283
H 5.096 3.125 -0.374
C 2.044 1.918 -1.575
H 3.716 2.951 -2.492
H 4.120 1.392 -1.761
H 1.433 2.834 -1.546
H 1.780 1.389 -2.501
C -2.561 1.518 0.485
H -0.709 1.861 1.530
C -3.344 2.582 1.268
H -2.934 1.486 -0.550
H -2.765 0.538 0.927
C -3.094 3.996 0.733
H -4.416 2.347 1.231
H -3.039 2.541 2.324
C -1.594 4.290 0.625
H -3.567 4.106 -0.253
H -3.570 4.732 1.391
C -0.831 3.199 -0.143
H -1.434 5.263 0.142
H -1.176 4.361 1.639
H -1.177 3.195 -1.187
H 0.229 3.474 -0.170
C -2.029 -1.769 1.579
C -1.094 -1.079 2.411
H -2.515 -1.257 0.748
C -0.908 -1.576 3.846
H -1.124 0.017 2.362
C -1.139 -3.080 3.983
H 0.074 -1.305 4.246
H -1.665 -1.045 4.451
C -2.544 -3.442 3.494
H -0.392 -3.631 3.397
H -1.030 -3.376 5.034
C -2.785 -2.994 2.043
H -2.698 -4.526 3.569
H -3.289 -2.959 4.141
H -2.524 -3.843 1.392
H -3.862 -2.806 1.897
Cl 2.501 -3.265 2.554
C 2.852 -3.275 0.863
C 2.010 -2.631 -0.025
C 2.322 -2.753 -1.379
Cl 1.269 -2.251 -2.649
C 3.524 -3.341 -1.840
Cl 3.941 -3.308 -3.505
C 4.399 -3.926 -0.907
Cl 5.889 -4.555 -1.424
C 4.028 -3.925 0.456
Cl 5.063 -4.643 1.602

## Properties
Frontier orbital gap (alpha / beta)   3.81 / 4.63 eV
Expectation value of S²   8.78
LUMO level (alpha / beta)   -0.28 / -3.71 eV
Spin multiplicity   6
E_HOMO (alpha / beta)   -4.0921 / -8.3338 eV

Electronic structure analysis, Mulliken charges in units of e: 1.34 -0.48 0.43 -1.96 -0.11 1.34 0.28 0.11 -0.83 0.31 -0.88 0.40 0.15 -0.88 0.42 0.34 -0.55 0.35 0.45 -0.29 0.46 0.17 0.30 -0.36 -0.33 -1.02 0.46 -1.01 0.41 0.39 -0.74 0.43 0.33 -0.95 0.31 0.40 -0.37 0.43 0.36 0.13 0.19 -0.33 1.12 -0.97 0.27 -0.23 -0.78 0.42 0.35 -1.13 0.34 0.45 -0.35 0.41 0.38 0.10 0.15 -0.95 1.40 0.16 -0.50 -0.25 -0.61 0.31 0.41 -0.88 0.21 0.40 -0.84 0.35 0.33 0.16 0.32 -0.08 0.93 -1.99 1.53 -0.32 -0.11 -0.17 0.40 -0.16 0.01 -0.21

***

(2)
The following is a DFT calculation (ωB97M-V with the def2-TZVPD basis set) of a structure of composition C31H45IInO19.

Element x y z (Å)
C -0.809 3.744 0.203
C -0.949 5.013 -0.632
C 0.230 5.237 -1.591
In 1.269 3.486 -2.527
C 2.657 2.417 -1.141
C 2.084 1.375 -0.178
C 1.198 0.399 -0.928
I 0.974 -1.439 0.194
O -2.220 5.100 -1.294
C -2.528 4.029 -2.155
C -3.455 2.999 -1.544
C -4.179 3.259 -0.387
C -5.026 2.296 0.152
C -5.148 1.055 -0.467
C -4.426 0.784 -1.621
C -3.584 1.751 -2.158
H -0.794 2.844 -0.415
H 0.133 3.812 0.752
H -1.615 3.664 0.937
H -0.990 5.837 0.091
H 1.005 5.750 -1.009
H -0.101 5.948 -2.351
H 2.261 4.120 -3.869
H 0.122 2.305 -3.238
H 3.267 3.133 -0.581
H 3.351 1.895 -1.806
H 1.517 1.844 0.633
H 2.897 0.812 0.305
H 1.593 0.125 -1.902
H 0.179 0.749 -1.060
H -3.013 4.452 -3.042
H -1.628 3.525 -2.516
H -4.065 4.220 0.099
H -5.581 2.510 1.056
H -5.791 0.292 -0.045
H -4.492 -0.187 -2.095
H -3.009 1.520 -3.047
C -1.405 -4.220 -3.091
C -2.721 -4.142 -2.339
O -2.944 -2.733 -2.274
C -2.263 -2.136 -3.283
O -2.372 -1.002 -3.598
O -1.437 -3.032 -3.883
H -1.323 -5.099 -3.726
H -0.545 -4.177 -2.420
H -3.542 -4.602 -2.893
H -2.679 -4.561 -1.338
C -7.991 3.632 3.530
C -7.928 5.074 4.000
O -6.538 5.235 4.288
C -5.834 4.324 3.566
O -4.657 4.306 3.461
O -6.684 3.435 2.991
H -8.735 3.453 2.759
H -8.141 2.932 4.354
H -8.208 5.778 3.214
H -8.513 5.271 4.893
C 3.061 0.788 3.383
C 1.909 -0.045 3.911
O 2.401 -0.457 5.199
C 3.340 0.424 5.597
O 3.817 0.446 6.691
O 3.666 1.262 4.602
H 2.756 1.627 2.766
H 3.795 0.190 2.842
H 1.003 0.544 4.056
H 1.684 -0.909 3.296
C -0.081 -6.238 -7.449
C 1.133 -6.201 -6.539
O 0.609 -6.738 -5.319
C -0.476 -7.493 -5.609
O -1.041 -8.189 -4.831
O -0.832 -7.330 -6.902
H 0.154 -6.439 -8.490
H -0.681 -5.330 -7.377
H 1.937 -6.852 -6.888
H 1.521 -5.202 -6.363
C 4.876 -3.090 8.983
C 4.185 -2.848 7.654
O 4.988 -3.632 6.759
C 5.612 -4.597 7.465
O 6.215 -5.506 6.995
O 5.456 -4.387 8.794
H 4.200 -3.110 9.833
H 5.676 -2.373 9.169
H 3.166 -3.238 7.640
H 4.178 -1.805 7.356
C 5.565 -1.494 -1.694
C 5.586 -2.027 -3.116
O 5.087 -0.919 -3.863
C 5.300 0.222 -3.150
O 5.110 1.319 -3.543
O 5.730 -0.092 -1.899
H 6.372 -1.873 -1.072
H 4.607 -1.668 -1.199
H 6.598 -2.256 -3.457
H 4.945 -2.891 -3.270

## Properties
Frontier orbital gap   6.34 eV
Charge   -1
LUMO level   1.64 eV
Spin multiplicity   1
E_HOMO   -4.7078 eV

Electronic structure analysis, Mulliken charges in units of e: -0.73 0.49 -1.63 1.06 -1.26 0.58 -1.24 -0.20 -0.46 -0.25 0.48 -0.41 -0.16 -0.66 -0.43 -0.64 -0.31 0.47 0.40 0.27 0.49 0.34 -0.41 -0.47 0.44 -0.03 -0.01 0.32 0.52 0.38 0.46 -0.25 0.42 0.39 0.38 0.38 0.38 0.05 -0.37 -0.28 0.63 -0.48 -0.34 -0.03 0.21 0.28 0.29 -0.31 -0.34 -0.34 0.62 -0.48 -0.29 0.31 0.25 0.26 0.29 0.00 -0.15 -0.36 0.63 -0.59 -0.35 0.21 0.18 0.25 0.16 -0.30 -0.28 -0.33 0.69 -0.53 -0.34 0.29 0.26 0.26 0.30 -0.33 0.09 -0.30 0.65 -0.54 -0.34 0.29 0.28 0.22 -0.03 -0.14 -0.33 -0.34 0.65 -0.49 -0.32 0.30 0.13 0.25 0.28

***

(3)
The following is a DFT calculation (ωB97M-V with the def2-TZVPD basis set) of a structure of composition C31H45IrN7O4Sb.

Element x y z (Å)
Ir -0.741 0.988 0.015
C -1.418 0.459 3.228
O -0.587 1.011 2.196
C 0.665 1.523 2.565
C 0.995 1.809 3.876
C 2.265 2.286 4.169
C 3.184 2.479 3.148
C 2.842 2.193 1.838
C 1.582 1.701 1.533
N 1.184 1.310 0.223
N 2.042 1.428 -0.689
C 1.822 1.224 -1.991
C 0.546 0.937 -2.590
O -0.553 0.771 -1.938
C 0.486 0.751 -4.000
C 1.591 0.798 -4.774
C 2.886 1.065 -4.230
C 4.031 1.089 -5.046
C 5.265 1.343 -4.511
C 5.388 1.592 -3.139
C 4.281 1.565 -2.323
C 3.009 1.294 -2.849
H -0.829 -0.185 3.880
H -2.177 -0.133 2.726
H -1.877 1.253 3.819
H 0.282 1.658 4.675
H 2.527 2.498 5.196
H 4.176 2.842 3.378
H 3.546 2.340 1.031
H -0.489 0.546 -4.426
H 1.499 0.624 -5.841
H 3.928 0.905 -6.109
H 6.142 1.357 -5.145
H 6.361 1.805 -2.714
H 4.371 1.755 -1.264
C -6.308 2.069 -0.448
N -5.071 1.318 -0.305
C -5.044 -0.051 0.167
C -3.556 -0.287 0.341
O -3.044 -1.293 0.787
N -2.887 0.840 -0.071
C -3.820 1.755 -0.441
N -3.480 2.960 -0.868
H -7.014 1.506 -1.055
H -6.127 3.023 -0.934
H -6.755 2.257 0.528
H -5.450 -0.743 -0.573
H -5.589 -0.184 1.103
H -2.492 3.180 -0.912
H -4.154 3.604 -1.240
N -1.923 3.993 2.192
C -1.121 4.265 1.136
N -0.632 5.511 1.033
O -0.869 3.404 0.271
H -2.152 4.678 2.889
H -2.224 3.044 2.318
H -0.848 6.235 1.696
H -0.028 5.736 0.263
C -2.419 -4.184 1.181
C -1.553 -3.907 -0.044
C -0.745 -5.127 -0.468
Sb -0.265 -2.166 0.328
C 0.837 -2.590 2.187
C 1.155 -4.074 2.304
C 2.088 -1.726 2.274
C 1.193 -2.210 -1.307
C 0.415 -2.401 -2.607
C 2.285 -3.256 -1.105
H -3.130 -4.979 0.943
H -2.985 -3.308 1.484
H -1.823 -4.528 2.027
H -2.180 -3.567 -0.871
H -0.099 -5.494 0.327
H -0.146 -4.952 -1.359
H -1.450 -5.928 -0.708
H 0.127 -2.302 2.965
H 1.769 -4.429 1.476
H 0.262 -4.691 2.371
H 1.727 -4.237 3.222
H 2.866 -2.081 1.598
H 2.487 -1.772 3.290
H 1.898 -0.681 2.046
H 1.633 -1.214 -1.282
H -0.014 -3.401 -2.676
H 1.088 -2.270 -3.457
H -0.392 -1.674 -2.707
H 1.887 -4.269 -1.061
H 2.874 -3.071 -0.210
H 2.971 -3.212 -1.956

## Properties
Frontier orbital gap (alpha / beta)   5.57 / 6.31 eV
Charge   +2
LUMO level (alpha / beta)   -6.68 / -5.91 eV
Spin multiplicity   1
ΔE to the lowest compared entry with this formula, charge and spin   1.623 eV
E_HOMO (alpha / beta)   -12.2510 / -12.2143 eV

Electronic structure analysis, Mulliken charges in units of e: 1.95 -1.33 0.41 0.98 -0.64 -0.99 -0.81 -0.94 -0.09 1.35 -0.60 -0.48 1.17 -0.71 -0.67 -0.84 0.74 -0.98 -0.59 -0.82 -0.37 0.78 0.44 0.07 0.45 0.49 0.47 0.46 0.46 0.54 0.43 0.44 0.42 0.44 0.37 -0.94 -0.04 -0.57 -0.01 -0.48 -0.25 0.49 -0.23 0.31 0.30 0.33 0.38 0.36 0.12 0.21 -0.30 0.74 -0.46 -0.71 0.21 0.10 0.17 0.26 -1.27 0.50 -1.28 -0.72 0.54 -1.43 -1.34 1.09 -1.60 -1.22 0.48 0.22 0.24 0.44 0.19 0.26 0.53 0.43 0.23 0.31 0.52 0.24 0.51 0.28 -0.20 0.32 0.44 0.36 0.18 0.29 0.49

***

(4)
The following is a DFT calculation (ωB97M-V with the def2-TZVPD basis set) of a structure of composition C31H45O3Os.

Element x y z (Å)
O 0.466 7.061 -0.138
C 1.597 7.614 -0.876
C 1.403 9.039 -0.337
H 1.448 7.532 -1.960
H 2.546 7.157 -0.569
C 0.187 8.389 0.400
H 1.118 9.782 -1.091
H 2.190 9.390 0.341
C -1.133 8.968 -0.068
H -1.195 8.985 -1.163
H -1.219 10.000 0.303
H -1.970 8.389 0.340
C 0.302 8.446 1.909
H 1.277 8.074 2.244
H -0.499 7.853 2.367
H 0.188 9.488 2.238
Os -0.323 -1.057 0.935
C 0.726 -1.979 2.526
C 1.697 -2.204 1.485
C 2.255 -0.958 1.107
H 2.033 -3.168 1.112
C 1.697 0.041 1.934
C 0.676 -0.554 2.749
H 0.094 -0.065 3.521
H 0.169 -2.741 3.068
H 2.967 -0.820 0.294
H 2.056 1.063 2.042
C -2.072 -2.212 1.033
C -2.054 -1.278 2.108
C -2.009 0.031 1.552
H -2.042 -1.521 3.166
C -2.079 -0.094 0.140
C -2.086 -1.471 -0.179
H -2.115 -1.899 -1.172
H -2.071 -3.296 1.101
H -1.938 0.958 2.110
H -2.114 0.718 -0.576
O 0.322 1.413 -0.037
C 0.013 2.579 0.769
C 0.997 3.650 0.373
H 0.057 2.317 1.833
H -1.020 2.871 0.550
C 1.307 3.279 -1.087
H 1.904 3.531 0.981
H 0.616 4.668 0.495
C 1.285 1.769 -1.056
H 2.242 3.699 -1.460
H 0.481 3.631 -1.715
H 2.264 1.363 -0.766
H 0.980 1.299 -1.996
C 0.069 -3.607 -4.334
C -0.850 -3.390 -3.135
C -2.282 -3.236 -3.653
C -0.727 -4.552 -2.137
C -1.132 -5.824 -2.488
C -1.052 -6.889 -1.595
C -0.590 -6.676 -0.303
C -0.134 -5.435 0.097
C 0.388 -5.277 1.515
C -0.632 -5.694 2.576
C 1.641 -6.137 1.719
C 0.038 -4.395 -0.918
O 0.871 -3.437 -0.812
H -0.160 -4.571 -4.799
H 1.117 -3.604 -4.027
H -0.081 -2.819 -5.075
H -0.541 -2.477 -2.607
H -2.602 -4.160 -4.146
H -2.997 -3.015 -2.855
H -2.332 -2.426 -4.387
H -1.517 -6.010 -3.492
H -1.365 -7.880 -1.902
H -0.570 -7.518 0.391
H 0.625 -4.218 1.640
H -1.004 -6.700 2.344
H -0.147 -5.714 3.559
H -1.480 -5.002 2.627
H 2.473 -5.792 1.095
H 1.951 -6.107 2.770
H 1.401 -7.175 1.449

## Properties
Frontier orbital gap (alpha / beta)   5.98 / 3.69 eV
Expectation value of S²   6.04
Charge   +1
LUMO level (alpha / beta)   -1.96 / -6.29 eV
Spin multiplicity   5
ΔE to the lowest compared entry with this formula, charge and spin   0.304 eV
E_HOMO (alpha / beta)   -7.9461 / -9.9834 eV

Electronic structure analysis, Mulliken charges in units of e: -0.38 -0.43 -0.85 0.29 0.26 1.54 0.30 0.30 -1.63 0.38 0.39 0.37 -1.70 0.37 0.38 0.41 1.15 -0.37 -0.39 -1.05 0.55 0.00 -1.39 0.67 0.66 0.46 0.54 -0.18 -1.17 -0.35 0.54 -0.83 -0.01 0.53 0.59 0.51 0.45 -0.17 -0.61 -0.48 0.31 0.37 -0.70 0.22 0.27 -0.39 0.41 0.26 0.17 0.32 -1.45 0.41 -1.44 0.61 -0.02 -1.66 -0.46 0.47 2.68 -1.35 -1.45 0.85 -0.73 0.32 0.36 0.45 0.06 0.36 0.36 0.41 0.43 0.38 0.44 -2.23 0.39 0.44 0.30 0.37 0.45 0.36

***

F_max
In order: 5.3; 0.5; 2.4; 6.0
Unit: eV/A
Molar mass
In order: 853.61; 963.40; 893.72; 655.93
Unit: g mol⁻¹